1.
DFT (wB97M-V/def2-TZVPD) results for C5H5NO2 as an isolated structure at a distorted geometry.

Cartesian coordinates (Å):
C (1.560, 0.537, -0.184)
C (0.346, -0.185, -0.198)
C (-0.164, -1.515, -0.027)
C (-1.859, -0.179, 0.000)
C (-0.806, 0.653, -0.057)
H (2.566, -1.091, 0.123)
H (1.731, 1.589, -0.065)
H (0.304, -2.567, 0.076)
H (-2.985, -0.013, 0.073)
H (-1.785, 2.130, 0.675)
N (-1.415, -1.527, 0.060)
O (2.676, -0.177, 0.173)
O (-0.724, 2.023, 0.014)

Calculated values
* molar mass: 111.1 g/mol
* lowest unoccupied orbital energy: -0.3504 eV
* HOMO level: -8.363 eV
* total charge: 0
* energy relative to the best compared isomer or geometry (same formula, charge and spin): 96.8 kcal per mole
* orbital gap: 0.2944 hartree

2.
DFT (wB97M-V/def2-TZVPD) results for a 3-piece molecular cluster, C22H51N4O7S overall at a distorted geometry.

Cartesian coordinates (Å):
C (0.207, 3.227, 1.980)
C (-0.034, 1.997, 2.866)
C (-0.878, 0.851, 2.269)
C (-2.125, 1.388, 1.554)
C (-0.094, -0.187, 1.426)
C (1.112, -0.738, 2.249)
C (2.443, -0.104, 1.840)
C (3.632, -0.508, 2.732)
C (4.905, -0.646, 1.886)
S (5.329, 0.814, 0.990)
O (6.716, 0.794, 0.652)
O (4.365, 1.034, -0.051)
O (5.082, 1.898, 2.136)
C (-1.022, -1.372, 1.066)
C (-1.707, -1.267, -0.289)
N (-0.678, -0.890, -1.286)
C (-0.145, 0.325, -0.998)
N (-0.205, 1.340, -1.840)
C (-0.813, 1.295, -3.170)
C (-0.857, 2.701, -3.799)
N (-1.975, 2.940, -4.691)
N (0.459, 0.436, 0.180)
H (0.532, 4.058, 2.609)
H (-0.689, 3.566, 1.461)
H (1.031, 3.080, 1.272)
H (0.934, 1.645, 3.220)
H (-0.568, 2.335, 3.758)
H (-1.254, 0.263, 3.112)
H (-2.489, 2.265, 2.094)
H (-1.927, 1.726, 0.534)
H (-2.939, 0.664, 1.573)
H (1.197, -1.813, 2.089)
H (0.931, -0.554, 3.310)
H (2.370, 0.984, 1.853)
H (2.674, -0.434, 0.829)
H (3.433, -1.465, 3.216)
H (3.813, 0.255, 3.488)
H (4.726, -1.381, 1.096)
H (5.772, -0.956, 2.465)
H (5.343, 2.762, 1.769)
H (-0.492, -2.323, 1.098)
H (-1.813, -1.437, 1.819)
H (-2.155, -2.214, -0.580)
H (-2.495, -0.511, -0.277)
H (-0.947, -0.995, -2.254)
H (0.214, 2.217, -1.563)
H (-1.813, 0.857, -3.129)
H (-0.206, 0.647, -3.812)
H (0.068, 2.869, -4.351)
H (-0.919, 3.440, -2.994)
H (-2.852, 2.899, -4.186)
H (-2.020, 2.249, -5.431)
H (0.780, 1.383, 0.344)
C (-6.426, -3.391, 4.928)
O (-6.854, -3.132, 3.602)
C (-6.461, -1.869, 3.106)
C (-5.277, -1.983, 2.172)
O (-4.103, -2.418, 2.846)
C (-3.827, -3.796, 2.657)
H (-6.605, -4.446, 5.125)
H (-5.362, -3.176, 5.059)
H (-7.003, -2.797, 5.645)
H (-6.227, -1.184, 3.927)
H (-7.306, -1.454, 2.548)
H (-5.066, -0.994, 1.748)
H (-5.517, -2.662, 1.347)
H (-3.460, -3.986, 1.641)
H (-4.711, -4.410, 2.835)
H (-3.051, -4.074, 3.368)
C (4.174, 1.281, -3.124)
O (3.354, 1.670, -4.218)
C (3.909, 1.352, -5.485)
C (3.278, 0.112, -6.078)
O (3.572, -1.048, -5.316)
C (2.523, -1.456, -4.467)
H (3.579, 1.377, -2.222)
H (4.511, 0.247, -3.222)
H (5.047, 1.935, -3.038)
H (4.992, 1.219, -5.406)
H (3.719, 2.197, -6.153)
H (3.679, -0.046, -7.082)
H (2.195, 0.249, -6.164)
H (1.698, -1.892, -5.043)
H (2.143, -0.621, -3.868)
H (2.922, -2.218, -3.799)

Calculated values
* molar mass: 515.7 g/mol
* lowest unoccupied orbital energy: -2.1929 eV
* HOMO level: -11.270 eV
* total charge: +1
* energy relative to the best compared isomer or geometry (same formula, charge and spin): 0.0 kcal per mole
* orbital gap: 0.3336 hartree

3.
DFT (wB97M-V/def2-TZVPD) results for C3H7N3OS as an isolated structure at a distorted geometry.

Cartesian coordinates (Å):
C (-1.744, 1.141, -0.214)
C (-0.884, 0.632, -1.519)
C (0.557, -0.811, 1.394)
H (-0.882, 1.602, 0.991)
H (-2.368, 2.110, -0.987)
H (-2.918, 0.145, 0.226)
H (-2.485, 0.702, -2.562)
H (0.359, -0.544, -1.918)
H (1.034, -1.986, 2.865)
H (2.254, -0.710, 2.809)
N (-1.509, 0.502, -2.643)
N (0.341, 0.156, -1.258)
N (1.286, -1.205, 2.445)
O (-0.688, -0.917, 1.107)
S (1.382, 0.254, 0.121)

Calculated values
* molar mass: 133.2 g/mol
* lowest unoccupied orbital energy: 0.1141 eV
* HOMO level: -9.168 eV
* total charge: 0
* energy relative to the best compared isomer or geometry (same formula, charge and spin): 174.2 kcal per mole
* orbital gap: 0.3411 hartree

Question: Number 2 is which compound?
Answer: C22H51N4O7S